ORCA calculation (wB97M-V/def2-TZVPD) on a single C5H13NO molecule.

```
! wB97M-V def2-TZVPD RIJCOSX def2/J DEFGRID3
* xyz 0 1
C 0.99358 0.72067 1.70771
C 0.03732 -0.40369 1.23890
C -0.05909 -0.46657 -0.32350
C -1.02163 -1.56539 -0.67806
O -0.54231 -2.87893 -0.50059
N -0.56165 0.81420 -0.83175
C 0.38429 1.66494 -1.57702
H 1.89766 0.84995 1.10735
H 0.48542 1.65860 1.45102
H 1.24584 0.68608 2.75821
H 0.41278 -1.34292 1.64874
H -0.96593 -0.15842 1.59348
H 0.95408 -0.58629 -0.71087
H -1.33545 -1.50532 -1.73020
H -1.98941 -1.35235 -0.19382
H -0.81658 -3.22236 0.34658
H -0.95145 1.36540 -0.08592
H 0.44474 2.63675 -1.07379
H -0.01472 1.80947 -2.58194
H 1.40251 1.27619 -1.56452
*
```

Summary:
Molecular weight: 103.16 g mol⁻¹
Relative energy (zero: lowest compared OMol25 entry of this formula, charge and spin): 1.4668 eV
LUMO energy: 1.0 eV
HOMO: -8.73 eV

=====

ORCA calculation (wB97M-V/def2-TZVPD) on a single C17H28NO5P molecule.

```
! wB97M-V def2-TZVPD RIJCOSX def2/J DEFGRID3
* xyz 0 1
C 3.61201 -2.36884 1.27675
C 3.51307 -2.28208 -0.28835
O 3.12870 -3.19200 -0.97451
O 3.88566 -1.09495 -0.92708
C 2.72232 -0.40982 -1.49163
C 2.45842 0.86835 -0.61949
C 1.52205 0.59243 0.64514
C 0.34050 1.62250 0.75595
P -1.01045 1.46632 -0.53281
C -0.75672 2.31950 -2.18689
C -0.50435 1.38527 -3.42603
N -1.65536 0.54758 -3.80454
C -1.76360 3.11201 0.15865
C -2.54505 2.78218 1.50167
O -2.30529 3.85941 2.43967
O -0.46157 -0.10657 -1.11516
C -1.33002 -1.12038 -0.75822
O -2.22747 -1.41302 -1.51327
C -1.23894 -1.92903 0.55333
C -1.18762 -3.39192 0.41933
C -1.14315 -4.22454 1.60378
C -1.14464 -3.66690 2.94961
C -1.15666 -2.22006 3.09114
C -1.20139 -1.38179 1.89334
H 4.30332 -1.55932 1.61250
H 2.57834 -2.21257 1.68200
H 4.01694 -3.37860 1.53454
H 1.84179 -1.08393 -1.60576
H 3.07313 -0.04315 -2.49761
H 2.06651 1.71728 -1.24550
H 3.46325 1.21467 -0.25039
H 1.22295 -0.47993 0.73209
H 2.19122 0.79025 1.53517
H -0.02760 1.61832 1.81653
H 0.79759 2.64426 0.61254
H -2.23518 0.84102 -0.12377
H -1.63084 2.97580 -2.45343
H 0.12808 3.01176 -2.10653
H -0.32003 2.07649 -4.30517
H 0.45082 0.79360 -3.33238
H -1.40321 -0.42817 -3.92226
H -2.44881 0.66623 -3.18144
H -0.98535 3.90663 0.28414
H -2.53809 3.52549 -0.55053
H -2.20025 1.83456 1.98563
H -3.64248 2.65144 1.28603
H -2.44990 4.67263 1.92999
H -1.18264 -3.87247 -0.58769
H -1.12327 -5.33517 1.50536
H -1.13591 -4.30619 3.86308
H -1.15488 -1.71125 4.08005
H -1.20594 -0.28334 2.05243
*
```

Summary:
Molecular weight: 357.39 g mol⁻¹
Relative energy (zero: lowest compared OMol25 entry of this formula, charge and spin): 4.1007 eV
LUMO energy: 0.3 eV
HOMO: -8.73 eV

=====

ORCA calculation (wB97M-V/def2-TZVPD) on a single C4H4O molecule.

```
! wB97M-V def2-TZVPD RIJCOSX def2/J DEFGRID3
* xyz 0 1
C -0.31505 1.38012 -0.31861
C 0.33526 0.21354 -0.71670
C 0.05829 -1.20814 -0.16322
C 1.47699 -0.45818 -0.29149
O 2.39962 -0.00602 0.30358
H -1.19172 1.51964 0.31866
H 0.16110 2.40382 -0.63032
H -0.04607 -2.08084 -0.66528
H -0.28169 -1.06336 0.85526
*
```

Summary:
Molecular weight: 68.08 g mol⁻¹
Relative energy (zero: lowest compared OMol25 entry of this formula, charge and spin): 3.8860 eV
LUMO energy: -0.6 eV
HOMO: -9.23 eV

=====

ORCA calculation (wB97M-V/def2-TZVPD) on 2 unconnected molecules or ions with the total composition C5H10O2.

```
! wB97M-V def2-TZVPD RIJCOSX def2/J DEFGRID3
* xyz -1 2
C -0.40887 -1.93086 1.61377
C 0.49224 0.16768 -2.73581
C 0.13827 0.44590 -1.44300
O 0.74857 1.57081 -0.83009
C -0.35409 -0.58771 -0.53864
C 0.12571 -0.82111 0.72800
H -1.35516 -1.59863 2.06083
H -0.57027 -2.86789 1.07353
H 0.29507 -2.04874 2.43871
H 1.11561 0.85056 -3.30227
H 0.36534 -0.82118 -3.15356
H 1.18056 1.37345 -0.00639
H -1.22596 -1.11108 -0.92902
H 1.11389 -0.41027 0.94232
H -0.48872 2.10376 0.76242
H -0.97905 3.11695 1.75385
O -0.19316 2.56835 1.56537
*
```

Summary:
Molecular weight: 102.13 g mol⁻¹
Relative energy (zero: lowest compared OMol25 entry of this formula, charge and spin): 0.8847 eV
LUMO energy (spin up / spin down): 3.9 / 3.8 eV
⟨S²⟩: 0.77
HOMO (spin up / spin down): 0.30 / -2.93 eV

=====

ORCA calculation (wB97M-V/def2-TZVPD) on 7 unconnected molecules or ions with the total composition C26H56BrN2O11.

```
! wB97M-V def2-TZVPD RIJCOSX def2/J DEFGRID3
* xyz 1 1
O -5.02808 1.74154 3.68720
N -4.90243 1.91391 2.46138
O -3.97491 1.00264 2.11056
C -3.16726 1.44142 0.96170
C -3.02674 0.35515 -0.30215
Br -3.95439 -1.44308 -0.27775
N -2.16969 0.68435 -1.53798
C -1.39780 1.97567 -1.72018
C -1.50469 3.13650 -0.55537
C -0.62687 4.52905 -0.85191
C 0.96691 4.02202 -0.83428
O 1.11378 2.86993 0.11631
C -2.39350 2.88099 0.80466
C -2.47445 4.02334 1.97959
O -3.60294 4.72498 2.25849
O -1.27277 4.37308 2.79521
H -2.08554 -0.02488 -2.32721
H -0.73349 2.14101 -2.69819
H -0.92961 4.98418 -1.91326
H -0.73558 5.31146 0.02532
H 1.24162 3.60911 -1.89721
H 1.68390 4.85470 -0.43206
H 1.46310 2.07741 -0.42412
H -0.70449 3.54446 2.92172
C 1.41405 0.35536 2.56993
C 1.89961 -0.46938 1.38864
C 1.86290 -1.95722 1.69897
O 3.23365 -0.08773 1.06276
H 2.05176 0.19727 3.44684
H 1.45758 1.42465 2.33657
H 0.38432 0.09648 2.83546
H 1.27586 -0.26054 0.51269
H 2.51655 -2.19734 2.54505
H 2.22668 -2.53774 0.84443
H 0.84666 -2.28554 1.93841
H 3.79476 -0.26959 1.83486
C 4.93825 2.06052 6.53140
C 3.55835 1.63212 6.05836
C 2.53328 2.73506 6.26832
O 3.15358 0.46854 6.77513
H 4.93171 2.28921 7.60299
H 5.66315 1.25246 6.38546
H 5.28514 2.94467 5.98751
H 3.59959 1.36512 4.99676
H 2.44146 2.98770 7.33064
H 1.54252 2.40829 5.93486
H 2.80798 3.63948 5.71659
H 3.11421 0.69618 7.71890
C -2.28274 -2.61335 -5.60951
C -3.36296 -2.14354 -4.64835
C -4.73323 -2.65704 -5.06065
O -3.38181 -0.71865 -4.61904
H -2.47064 -2.24084 -6.62270
H -1.30374 -2.22608 -5.30726
H -2.23202 -3.70614 -5.64277
H -3.12989 -2.48901 -3.63528
H -5.00804 -2.28608 -6.05445
H -5.50243 -2.30095 -4.36703
H -4.75609 -3.75114 -5.07750
H -3.58798 -0.40292 -5.51451
C 8.01550 -1.36131 4.82768
C 6.50942 -1.20668 4.68903
C 5.93765 -2.21147 3.70170
O 6.20914 0.11425 4.24578
H 8.51728 -1.18679 3.86935
H 8.41487 -0.62369 5.53208
H 8.27851 -2.36268 5.18258
H 6.03411 -1.34010 5.66691
H 6.36578 -2.06711 2.70339
H 4.85478 -2.08037 3.60269
H 6.13831 -3.23837 4.02275
H 6.62723 0.24177 3.37802
C -8.92581 0.53625 -1.93652
C -8.44025 -0.28848 -3.11781
C -8.47696 -1.77633 -2.80749
O -7.10621 0.09316 -3.44370
H -8.28810 0.37816 -1.05961
H -8.88228 1.60555 -2.16989
H -9.95554 0.27738 -1.67099
H -9.06400 -0.07965 -3.99377
H -7.82331 -2.01644 -1.96140
H -8.11318 -2.35685 -3.66203
H -9.49320 -2.10465 -2.56805
H -6.54510 -0.08869 -2.67159
C 3.54106 -1.81977 -4.51911
C 2.36467 -2.72759 -4.84064
C 2.59447 -3.49622 -6.13205
O 1.18159 -1.94215 -4.96271
H 3.68984 -1.07611 -5.30998
H 3.35639 -1.26376 -3.59364
H 4.46427 -2.39605 -4.40317
H 2.20692 -3.43159 -4.01634
H 2.70971 -2.81197 -6.98017
H 1.73459 -4.13608 -6.35736
H 3.48929 -4.12280 -6.06458
H 1.31251 -1.31403 -5.69237
*
```

Summary:
Molecular weight: 652.64 g mol⁻¹
LUMO energy: -5.5 eV
HOMO: -11.62 eV

=====

ORCA calculation (wB97M-V/def2-TZVPD) on a molecular structure, C11H8Cl5I2N2Ni.

```
! wB97M-V def2-TZVPD RIJCOSX def2/J DEFGRID3
* xyz 1 3
Ni 0.81433 0.37364 -0.64779
I -0.30634 0.93401 -3.13442
C 1.00720 -0.58099 -3.82500
I 2.68499 -0.66875 -2.53166
H 1.33413 -0.32942 -4.82643
H 0.48061 -1.52763 -3.78722
Cl 2.45433 -0.56447 1.18097
C 1.20083 -1.79280 0.90185
C 0.27191 -1.42187 -0.04739
C -0.73207 -2.34554 -0.29664
Cl -1.94124 -1.97206 -1.48658
C -0.79115 -3.56866 0.37293
Cl -2.04264 -4.68964 0.03549
C 0.18311 -3.88693 1.32699
Cl 0.12657 -5.38251 2.15482
C 1.21108 -2.98291 1.60772
Cl 2.42310 -3.32710 2.76232
C -0.48235 3.73392 -0.79131
C -0.56507 2.87907 0.42238
N -0.06497 1.66127 0.58742
C -0.38340 1.26658 1.87618
C -1.08123 2.25286 2.48275
N -1.18219 3.26006 1.55175
H 0.48296 3.61815 -1.27988
H -0.60017 4.78381 -0.52712
H -1.27467 3.48824 -1.50091
H -0.09426 0.30685 2.26462
H -1.50176 2.33184 3.46823
H -1.63166 4.15096 1.68592
*
```

Summary:
Molecular weight: 657.97 g mol⁻¹
Relative energy (zero: lowest compared OMol25 entry of this formula, charge and spin): 0.0000 eV
LUMO energy (spin up / spin down): -3.9 / -4.2 eV
⟨S²⟩: 2.01
HOMO (spin up / spin down): -11.72 / -11.67 eV

=====

ORCA calculation (wB97M-V/def2-TZVPD) on a single C3H5NO molecule.

```
! wB97M-V def2-TZVPD RIJCOSX def2/J DEFGRID3
* xyz 0 1
O 1.24472 -1.32045 0.35042
C 0.37453 -0.53055 -0.02499
C -0.98117 -0.18043 0.63894
C -0.80536 1.16376 -0.16292
N 0.36174 0.53979 -0.85288
H -1.89054 -0.69744 0.36566
H -0.95749 0.05950 1.71988
H -0.74907 2.14235 0.44767
H -1.62870 1.43840 -0.82641
H 1.20775 1.12562 -1.24617
*
```

Summary:
Molecular weight: 71.08 g mol⁻¹
Relative energy (zero: lowest compared OMol25 entry of this formula, charge and spin): 1.0041 eV
LUMO energy: 0.9 eV
HOMO: -9.82 eV

=====

ORCA calculation (wB97M-V/def2-TZVPD) on 2 unconnected molecules or ions with the total composition C16H35NO2P.

```
! wB97M-V def2-TZVPD RIJCOSX def2/J DEFGRID3
* xyz 0 2
C -1.87712 -1.28601 -0.53163
P -0.17892 -1.20082 -1.40110
C 0.11758 -2.65503 -2.60313
C 0.03474 0.51400 -2.29990
C -1.08190 0.46637 -3.54431
C -0.38620 1.79137 -1.36862
C 0.96295 2.26711 -0.56852
C 0.49435 3.57171 0.36808
C 1.58192 1.16947 0.47601
N 1.92311 2.81675 -1.58929
O 2.92041 3.39546 -0.89740
C 2.48942 1.79083 -2.52715
C 3.90149 1.08852 -2.02430
C 2.90580 2.62604 -3.91714
C 1.50019 0.59322 -3.00521
H -1.66972 -1.10652 0.62811
H -2.53031 -0.39477 -0.97005
H -2.39610 -2.32518 -0.67359
H 0.67481 -3.50374 -1.97577
H 0.84981 -2.34695 -3.49327
H -0.87287 -3.13382 -3.00232
H -0.78345 1.19139 -4.42583
H -1.29657 -0.63336 -3.90903
H -2.06851 0.94221 -3.06994
H -0.85604 2.64622 -2.01827
H -1.22120 1.47335 -0.57749
H 1.23193 3.71994 1.26629
H -0.60349 3.30609 0.72870
H 0.38858 4.53944 -0.31706
H 0.68668 0.82398 1.18642
H 2.35189 1.70625 1.21370
H 2.13890 0.26429 -0.02265
H 4.76482 1.82041 -2.40338
H 4.12569 0.05700 -2.57983
H 4.02225 1.02871 -0.86299
H 3.52711 1.95787 -4.65151
H 3.59867 3.52003 -3.54596
H 1.94270 3.10868 -4.40162
H 2.01990 -0.47017 -2.85300
H 1.34011 0.67642 -4.18538
C -1.89454 -2.23869 6.51606
C -2.47491 -1.33080 5.44493
O -1.76158 -1.37744 4.21237
C -1.71017 -2.63941 3.55403
C -3.07636 -3.17737 3.16545
H -0.83013 -2.02947 6.66481
H -2.41967 -2.09493 7.46505
H -1.98450 -3.29228 6.24048
H -2.41975 -0.29553 5.79772
H -3.53635 -1.54284 5.28090
H -1.15846 -3.36287 4.16197
H -1.12262 -2.48990 2.64144
H -3.68325 -3.40422 4.04777
H -2.97395 -4.09906 2.58513
H -3.62717 -2.44197 2.57121
*
```

Summary:
Molecular weight: 304.43 g mol⁻¹
LUMO energy (spin up / spin down): 0.7 / -0.2 eV
⟨S²⟩: 0.75
HOMO (spin up / spin down): -7.42 / -7.42 eV

=====

ORCA calculation (wB97M-V/def2-TZVPD) on a single C2H4FNO molecule.

```
! wB97M-V def2-TZVPD RIJCOSX def2/J DEFGRID3
* xyz 0 1
C -0.08902 -0.52944 1.10840
N -0.12725 -0.20411 -0.27336
F -0.09770 -1.24553 -1.22691
C 0.09933 0.98583 -0.95797
O -0.05724 2.10090 -0.54189
H 0.79498 -1.04723 1.20309
H 0.03843 0.44983 1.50980
H -0.94265 -1.28846 1.35796
H 0.38111 0.77821 -2.17911
*
```

Summary:
Molecular weight: 77.06 g mol⁻¹
Relative energy (zero: lowest compared OMol25 entry of this formula, charge and spin): 3.4544 eV
LUMO energy: 0.9 eV
HOMO: -9.93 eV

=====

ORCA calculation (wB97M-V/def2-TZVPD) on a molecular structure, C5H9N2.

```
! wB97M-V def2-TZVPD RIJCOSX def2/J DEFGRID3
* xyz 1 1
C -0.00649 2.16152 -0.51607
C 1.54107 -0.54416 -0.96275
C 0.70448 1.22517 0.34483
C -0.49294 0.34176 0.05548
C -1.52473 -0.26040 0.98292
N -0.90110 1.31416 -0.93835
N 0.10458 -0.91233 -0.70175
H 0.14151 3.14814 -0.87056
H 1.96064 -0.39610 -1.96048
H 2.09781 -0.92510 -0.21623
H 1.53090 1.22691 0.92313
H -1.01656 -0.75083 1.96804
H -2.23416 -0.93371 0.59875
H -2.12539 0.61572 1.41126
H -0.34080 -0.77457 -1.64957
H -0.15469 -1.63886 -0.06456
*
```

Summary:
Molecular weight: 97.14 g mol⁻¹
Relative energy (zero: lowest compared OMol25 entry of this formula, charge and spin): 7.0841 eV
LUMO energy (spin up / spin down): -5.2 / -5.3 eV
HOMO (spin up / spin down): -13.72 / -14.17 eV

=====

ORCA calculation (wB97M-V/def2-TZVPD) on 2 unconnected molecules or ions with the total composition C5H15N2O.

```
! wB97M-V def2-TZVPD RIJCOSX def2/J DEFGRID3
* xyz 1 1
C -0.30203 1.59262 -2.24322
C -0.34823 0.79758 -0.93601
C -0.87484 -0.62713 -0.79060
C -1.27829 -1.15970 0.60523
C -0.18265 -2.75669 2.02775
N -0.10619 -1.69173 1.36120
N 1.11673 0.69175 -0.58379
H 0.09303 2.60831 -2.17847
H -1.30978 1.68555 -2.64698
H 0.29954 1.14488 -3.07160
H -0.96990 1.34782 -0.26281
H -1.75636 -0.62193 -1.42751
H -0.39826 -1.34927 -1.33909
H -1.84169 -0.38446 1.07727
H -2.00538 -1.80799 0.51639
H 0.71044 -3.12161 2.70726
H -1.06385 -3.42184 2.31946
H 1.15394 0.00516 0.20490
H 1.37582 1.66780 -0.32470
H 1.77158 0.33194 -1.35614
H 1.33497 1.64664 2.68979
H 2.74656 1.52222 1.82012
O 1.83483 1.90007 1.83153
*
```

Summary:
Molecular weight: 119.19 g mol⁻¹
Relative energy (zero: lowest compared OMol25 entry of this formula, charge and spin): 2.7704 eV
LUMO energy: -3.0 eV
HOMO: -13.40 eV

=====

ORCA calculation (wB97M-V/def2-TZVPD) on a molecular structure, C16H17Cl3N3OPRuS4SbSe2Si.

```
! wB97M-V def2-TZVPD RIJCOSX def2/J DEFGRID3
* xyz -2 6
Ru -0.38100 -0.15777 -1.90704
Se -0.36752 -0.72153 1.33942
P 1.69956 -0.48819 0.85275
Se 2.28101 -0.64965 -1.23345
C 2.34500 1.11715 1.46348
C 3.71880 1.35189 1.43550
C 4.23143 2.56220 1.86464
C 3.37289 3.55907 2.31794
C 2.00727 3.33349 2.33947
C 1.49313 2.11247 1.91659
C 2.72503 -1.63717 1.84282
C 3.53345 -2.59650 1.25496
C 4.29993 -3.44351 2.04712
C 4.26103 -3.33417 3.42718
C 3.44342 -2.37606 4.02135
C 2.67797 -1.53671 3.23222
H 4.38596 0.58337 1.06099
H 5.30063 2.73576 1.83495
H 3.77185 4.51404 2.63999
H 1.32897 4.11090 2.66954
H 0.42606 1.92930 1.92239
H 3.54576 -2.68380 0.17534
H 4.92225 -4.19599 1.57734
H 4.85732 -3.99629 4.04438
H 3.40010 -2.28852 5.10049
H 2.02957 -0.79948 3.69245
S -3.43359 2.94246 -3.29104
Sb -1.14728 2.82227 -3.10629
S -0.32893 0.75634 -4.08201
S -0.57011 2.10472 -0.89204
S 0.03181 4.62254 -3.80484
C -6.03528 0.99386 -1.66839
N -4.88079 0.20858 -1.98712
C -4.72479 -0.60003 -3.17237
C -3.26674 -1.03347 -3.06018
O -2.69969 -1.77094 -3.82543
N -2.72094 -0.41862 -1.95296
C -3.68208 0.29471 -1.38392
N -3.50298 1.00886 -0.25687
H -6.66297 1.06422 -2.55600
H -5.75068 2.01786 -1.41464
H -6.62414 0.56501 -0.85149
H -4.84928 -0.01057 -4.08495
H -5.38000 -1.47306 -3.18265
H -2.51454 1.21299 -0.09203
H -4.06610 1.84537 -0.20514
Cl -0.14720 -3.86751 -3.33643
Si -0.55353 -2.79310 -1.54213
Cl 0.66394 -3.93458 -0.22912
Cl -2.46399 -3.56220 -0.95482
*
```

Summary:
Molecular weight: 941.77 g mol⁻¹
Relative energy (zero: lowest compared OMol25 entry of this formula, charge and spin): 0.0000 eV
LUMO energy (spin up / spin down): 4.2 / 4.0 eV
⟨S²⟩: 8.77
HOMO (spin up / spin down): -1.57 / -2.51 eV